Record 1
Below is the molecule C29H57ClO3 at a distorted geometry, with properties calculated with the ωB97M-V functional and the def2-TZVPD basis.

Properties
- Net charge: 0
- Gap between HOMO and LUMO: 6.3 eV
- LUMO level: -0.52 eV
- SMILES: CC[C@@H](Cl)[C@](CCCCCCCCCCCOC)(COCCC[C@H](C)CCC=C(C)C)OC

Geometry (Å):
1 C 1.323 0.958 -2.082
2 C 2.722 1.795 -2.171
3 C 2.723 3.313 -1.618
4 Cl 1.657 4.342 -2.789
5 C 2.427 3.579 -0.039
6 C 3.612 2.976 0.983
7 C 3.756 1.364 1.015
8 C 4.069 0.730 2.531
9 C 4.556 -0.842 2.227
10 C 3.269 -1.806 1.810
11 C 3.582 -2.840 0.577
12 C 2.346 -2.924 -0.545
13 C 2.997 -3.052 -2.056
14 C 1.892 -3.084 -3.270
15 C 1.028 -4.498 -3.346
16 C -0.413 -4.442 -2.563
17 O -1.147 -3.174 -2.701
18 C -1.311 -2.482 -1.409
19 C 1.015 3.048 0.559
20 O -0.166 3.200 -0.354
21 C -1.222 2.237 -0.007
22 C -2.715 2.793 -0.506
23 C -3.958 2.182 0.384
24 C -4.702 0.886 -0.302
25 C -5.836 1.449 -1.385
26 C -5.517 0.052 0.891
27 C -5.092 -1.542 0.959
28 C -4.669 -1.975 2.508
29 C -3.256 -1.705 2.970
30 C -2.850 -0.296 3.753
31 C -2.035 -2.780 2.680
32 O 2.674 5.053 0.124
33 C 1.464 5.824 0.311
34 H 1.460 -0.027 -2.741
35 H 0.402 1.531 -2.576
36 H 1.016 0.591 -1.014
37 H 2.982 1.861 -3.336
38 H 3.578 1.086 -1.736
39 H 3.824 3.739 -1.812
40 H 3.351 3.385 2.073
41 H 4.607 3.479 0.624
42 H 2.888 0.746 0.531
43 H 4.732 1.089 0.384
44 H 3.137 0.755 3.238
45 H 5.008 1.322 2.965
46 H 5.263 -0.832 1.267
47 H 5.152 -1.312 3.127
48 H 2.304 -1.198 1.536
49 H 3.025 -2.445 2.782
50 H 3.713 -3.964 0.954
51 H 4.543 -2.586 -0.042
52 H 1.613 -2.013 -0.445
53 H 1.729 -3.916 -0.338
54 H 3.707 -3.988 -2.176
55 H 3.642 -2.064 -2.218
56 H 2.516 -3.046 -4.286
57 H 1.190 -2.137 -3.294
58 H 0.927 -4.814 -4.491
59 H 1.678 -5.329 -2.801
60 H -0.227 -4.782 -1.456
61 H -1.097 -5.284 -3.058
62 H -0.476 -1.660 -1.224
63 H -2.359 -1.915 -1.470
64 H -1.352 -3.191 -0.475
65 H 1.041 1.870 0.763
66 H 0.714 3.502 1.622
67 H -1.245 2.053 1.159
68 H -1.031 1.216 -0.557
69 H -2.721 3.970 -0.352
70 H -2.877 2.549 -1.655
71 H -3.563 1.847 1.433
72 H -4.750 3.057 0.502
73 H -3.946 0.199 -0.891
74 H -6.797 1.837 -0.792
75 H -5.363 2.334 -1.994
76 H -6.158 0.611 -2.169
77 H -6.666 0.100 0.637
78 H -5.393 0.567 1.957
79 H -6.058 -2.166 0.690
80 H -4.246 -1.828 0.182
81 H -5.436 -2.493 3.238
82 H -1.818 0.102 3.359
83 H -2.854 -0.456 4.931
84 H -3.673 0.507 3.490
85 H -2.034 -3.699 3.418
86 H -0.975 -2.268 2.705
87 H -2.180 -3.206 1.581
88 H 0.624 5.682 -0.510
89 H 1.763 6.979 0.245
90 H 0.941 5.714 1.374



Record 2
Below is a cluster of 3 separate species, C29H57IN4O5 in total at a distorted geometry, with properties calculated with the ωB97M-V functional and the def2-TZVPD basis.

Properties
- Net charge: 0
- Relative energy (zero: lowest compared OMol25 entry of this formula, charge and spin): 0.000 eV
- Gap between HOMO and LUMO (spin up / spin down): 8.8 / 9.6 eV
- Spin multiplicity: 3
- LUMO level (spin up / spin down): 0.40 / 0.38 eV
- <S²>: 2.008

Geometry (Å):
1 C 5.122 -2.662 3.586
2 C 4.221 -1.490 3.108
3 C 3.441 -1.771 1.811
4 C 4.048 -1.157 0.551
5 N 4.625 0.199 0.731
6 C 3.731 1.141 1.340
7 O 2.799 1.764 0.463
8 C 2.871 3.115 0.695
9 O 2.020 3.859 0.714
10 O 4.180 3.376 0.932
11 C 4.610 2.396 1.889
12 C 4.048 2.755 3.268
13 N 4.645 1.910 4.329
14 C 6.098 2.200 1.848
15 C 6.875 3.354 2.529
16 C 8.255 2.831 2.943
17 I 9.360 1.944 1.293
18 H 4.941 -3.539 2.973
19 H 6.158 -2.350 3.515
20 H 4.947 -2.887 4.631
21 H 4.845 -0.609 3.024
22 H 3.486 -1.285 3.887
23 H 2.436 -1.370 1.918
24 H 3.390 -2.843 1.655
25 H 4.872 -1.802 0.239
26 H 3.354 -1.150 -0.294
27 H 4.786 0.566 -0.204
28 H 3.242 0.817 2.247
29 H 4.340 3.781 3.484
30 H 2.962 2.691 3.322
31 H 3.908 1.356 4.751
32 H 5.001 2.492 5.077
33 H 6.385 2.210 0.803
34 H 6.403 1.298 2.350
35 H 6.972 4.217 1.879
36 H 6.409 3.622 3.471
37 H 8.896 3.609 3.336
38 H 8.123 2.018 3.641
39 C -1.507 1.726 -2.015
40 C -0.393 0.658 -2.048
41 C 0.975 1.338 -2.035
42 C 1.328 1.999 -3.366
43 C 1.206 0.997 -4.513
44 C -0.159 0.304 -4.564
45 N -0.559 -0.237 -3.231
46 O 0.097 -1.326 -3.016
47 C -1.220 1.294 -5.092
48 C -0.124 -0.804 -5.617
49 C -0.584 -0.110 -0.742
50 H -2.487 1.273 -2.179
51 H -1.532 2.212 -1.039
52 H -1.373 2.529 -2.734
53 H 1.749 0.602 -1.795
54 H 1.007 2.081 -1.238
55 H 0.686 2.866 -3.544
56 H 2.349 2.385 -3.323
57 H 1.395 1.502 -5.464
58 H 1.996 0.245 -4.405
59 H -2.227 0.897 -4.954
60 H -1.080 1.462 -6.160
61 H -1.170 2.279 -4.637
62 H 0.659 -1.536 -5.427
63 H 0.074 -0.376 -6.599
64 H -1.081 -1.328 -5.665
65 H -1.549 -0.624 -0.729
66 H -0.560 0.574 0.106
67 H 0.200 -0.847 -0.567
68 C -5.263 -3.607 -0.550
69 C -5.406 -2.074 -0.643
70 C -4.600 -1.410 0.475
71 C -5.244 -1.562 1.852
72 C -6.689 -1.063 1.826
73 C -7.531 -1.715 0.726
74 N -6.844 -1.675 -0.599
75 O -6.953 -0.485 -1.081
76 C -7.863 -3.169 1.124
77 C -8.893 -1.026 0.658
78 C -4.773 -1.727 -1.991
79 H -5.951 -4.104 -1.237
80 H -4.252 -3.908 -0.826
81 H -5.422 -4.009 0.447
82 H -4.484 -0.342 0.260
83 H -3.590 -1.827 0.496
84 H -5.204 -2.604 2.181
85 H -4.674 -0.992 2.588
86 H -7.156 -1.241 2.798
87 H -6.679 0.023 1.686
88 H -8.289 -3.717 0.282
89 H -8.602 -3.181 1.927
90 H -7.013 -3.728 1.508
91 H -8.811 0.046 0.480
92 H -9.420 -1.149 1.604
93 H -9.513 -1.458 -0.130
94 H -5.336 -2.170 -2.815
95 H -3.755 -2.116 -2.033
96 H -4.709 -0.652 -2.158



| no. | calculated total energy (Ha) |
| --- | --- |
| 1 | -1824.40423 |
| 2 | -2031.95530 |